Entry from the OMol25 dataset: the molecule C9H10N2O2 (the ωB97M-V functional and the def2-TZVPD basis).

Last column: Löwdin charge in e.
Geometry (Å):
C (-1.97057, 1.30347, -2.55299)  -0.10
N (-1.28740, 1.87608, -1.42516)  -0.05
N (-0.85873, 1.02191, -0.47702)  -0.01
C (-1.18940, -0.32912, -0.35569)  -0.39
O (-2.23096, -0.79239, -0.78213)  0.07
C (-0.13983, -0.98905, 0.40430)  -0.08
C (0.00160, -2.29868, 0.85203)  0.02
C (1.12903, -2.63206, 1.66972)  -0.05
C (2.16464, -1.73938, 1.84227)  -0.07
C (1.97972, -0.41695, 1.45525)  -0.02
C (0.94529, -0.10875, 0.61157)  -0.13
C (0.71828, 1.16558, -0.10596)  -0.21
O (0.90458, 2.22215, 0.78926)  0.00
H (-1.25566, 0.82857, -3.21583)  0.08
H (-2.75002, 0.54694, -2.44775)  0.07
H (-2.48548, 2.08760, -3.04953)  0.07
H (-1.65945, 2.69144, -1.08371)  0.10
H (-0.89763, -2.82502, 1.01594)  0.10
H (1.22669, -3.61602, 2.11463)  0.10
H (3.03126, -1.78579, 2.45949)  0.10
H (2.77681, 0.23526, 1.66580)  0.11
H (1.22996, 1.50254, -1.08110)  0.19
H (0.61727, 2.05167, 1.69659)  0.11

Force components x, y, z for each atom (eV/Å):
C -0.22 -0.55 -0.93
N 0.09 -1.85 -1.79
N 4.11 -1.25 2.01
C -1.78 1.40 -0.80
O 0.21 -0.63 0.41
C 2.82 -0.54 0.15
C 0.46 1.29 2.38
C -0.27 -0.51 -1.25
C -1.08 1.53 0.70
C 0.06 -0.96 -1.44
C -0.79 -0.55 -0.93
C -2.50 1.40 0.00
O 0.39 1.14 -0.48
H 0.30 0.14 -0.35
H 0.14 0.07 0.96
H -0.03 0.99 -0.75
H -1.26 1.89 1.22
H -0.74 -1.27 -0.62
H -0.28 -0.02 -0.13
H 0.46 -1.32 0.43
H 0.66 1.15 0.10
H -0.58 -1.05 1.54
H -0.14 -0.50 -0.42

HOMO-LUMO gap: 0.318 Eh
LUMO level: 0.33 eV
HOMO energy: -8.33 eV
energy relative to the best compared isomer or geometry (same formula, charge and spin): 55.4 kcal/mol
structure (SMILES): CNN1C(=O)c2ccccc2[C@@H]1O